# C6H12N2

2 unconnected molecules or ions with the total composition C6H12N2 in a non-equilibrium geometry (ωB97M-V/def2-TZVPD, the Open Molecules 2025 dataset).

XYZ file:
```
20
Properties=species:S:1:pos:R:3:lowdin_charge:R:1
C 1.306 1.718 -0.918 -0.073
C -0.177 1.752 -0.935 -0.390
C -1.099 1.159 -0.086 -0.070
N -2.337 1.528 -0.598 0.026
C -2.053 2.246 -1.836 -0.128
N -0.734 2.243 -2.077 0.087
H 1.692 0.837 -0.370 0.064
H 1.858 2.638 -0.634 0.078
H 1.825 1.441 -1.882 0.087
H -1.026 0.355 0.632 0.101
H -3.215 1.111 -0.307 0.133
H -2.961 2.540 -2.307 0.094
C 0.381 -2.737 0.847 -0.136
C 1.297 -2.197 1.928 -0.161
H 0.178 -3.822 0.988 0.098
H -0.315 -2.025 0.808 0.000
H 0.600 -2.568 -0.112 0.021
H 1.617 -3.016 2.557 0.052
H 0.910 -1.475 2.628 0.054
H 2.253 -1.727 1.674 0.064
```

Values from the calculation:
Energy above the lowest of the compared OMol25 structures with the same formula, charge and spin (kJ/mol): 197.3
Energy (Eh): -345.25271
Molecular weight (g mol⁻¹): 112.2
Total charge: 0

***

# C3H4N2O

A molecular structure, C3H4N2O (ωB97M-V/def2-TZVPD, the Open Molecules 2025 dataset).

XYZ file:
```
10
Properties=species:S:1:pos:R:3:lowdin_charge:R:1
O 2.350 0.044 -0.255 0.052
C 1.002 0.052 -0.302 -0.446
N 0.351 -1.066 -0.503 0.096
N -0.951 -0.775 -0.278 -0.036
C -1.084 0.560 0.027 -0.242
C 0.186 1.220 0.054 0.023
H 2.632 -0.885 -0.319 0.115
H -1.640 -1.396 -0.673 0.144
H -1.977 0.946 0.497 0.124
H -0.809 1.357 -0.895 0.169
```

Values from the calculation:
Energy above the lowest of the compared OMol25 structures with the same formula, charge and spin (kJ/mol): 423.6
Energy (Eh): -301.32587
Molecular weight (g mol⁻¹): 84.1
Total charge: 0

***

# H34O17

17 unconnected molecules or ions with the total composition H34O17 in a non-equilibrium geometry (ωB97M-V/def2-TZVPD, the Open Molecules 2025 dataset).

XYZ file:
```
51
Properties=species:S:1:pos:R:3:lowdin_charge:R:1
O 2.548 1.005 -0.889 -0.033
H 1.692 0.604 -0.796 0.010
H 3.052 0.921 -1.701 0.015
O 0.449 1.212 -4.310 -0.066
H -0.378 0.813 -4.002 -0.004
H 0.517 2.059 -3.855 -0.007
O 1.383 4.007 -3.327 -0.034
H 0.481 4.062 -3.033 0.031
H 1.652 4.558 -4.057 0.048
O 2.351 -2.220 -3.427 -0.050
H 2.620 -1.412 -3.880 0.019
H 3.169 -2.726 -3.527 0.049
O -2.002 -1.962 4.831 0.098
H -2.561 -2.754 4.788 0.100
H -1.312 -2.058 4.148 0.003
O -1.318 -0.680 -3.328 -0.049
H -2.256 -0.851 -3.181 0.029
H -1.076 -0.732 -2.393 0.026
O -2.821 -1.194 1.857 0.006
H -2.984 -2.130 1.954 0.055
H -2.048 -0.917 2.355 0.013
O -2.593 0.036 -0.832 -0.070
H -3.369 -0.533 -0.965 0.008
H -2.429 0.568 -0.057 0.032
O 2.308 0.138 2.581 0.061
H 2.792 -0.655 2.857 0.083
H 2.155 -0.104 1.657 0.050
O 1.733 -3.094 -0.440 -0.070
H 1.883 -3.228 -1.393 0.019
H 2.650 -2.862 -0.261 0.031
O -1.593 4.280 0.944 -0.051
H -1.456 5.174 1.262 0.039
H -1.582 4.243 -0.013 0.032
O -3.847 -1.994 -1.772 -0.035
H -3.270 -2.767 -1.844 0.079
H -4.607 -2.379 -1.315 0.077
O -0.273 4.394 4.160 -0.049
H -0.899 3.729 4.467 0.030
H -0.534 4.463 3.237 0.002
O 0.284 -3.170 3.678 -0.015
H 0.907 -2.563 3.246 0.037
H 0.725 -3.084 4.543 0.085
O 3.332 0.908 -3.935 -0.061
H 3.741 1.778 -4.020 0.052
H 2.834 0.865 -4.763 0.040
O 0.418 -0.365 4.407 0.140
H 0.455 -0.500 3.440 0.033
H 0.352 0.602 4.499 0.118
O -0.167 -1.022 1.062 -0.038
H -0.557 -0.559 0.307 0.038
H -0.550 -1.903 1.038 0.048
```

Values from the calculation:
Energy above the lowest of the compared OMol25 structures with the same formula, charge and spin (kJ/mol): 89.5
Energy (Eh): -1299.01480
Spin multiplicity: 2
Molecular weight (g mol⁻¹): 306.3
Total charge: +1

***

Number 3 is which compound?
H34O17